Entry 1:
Entry from the OMol25 dataset: a 2-piece molecular cluster, C4H14N3 overall in a non-equilibrium geometry (ωB97M-V/def2-TZVPD).

Output
E_HOMO   -15.0 eV
Charge   +1

Each atom is followed by the atoms it is bonded to, with distances in Å.
Geometry (Å):
1 C -2.22 1.38 -0.08  N3 1.489, H11 1.079, H12 1.076, H13 1.086
2 C -1.12 -0.85 -0.54  N3 1.316, N4 1.343, N5 1.346
3 N -1.08 0.44 -0.27  C1 1.489, C2 1.316, H6 1.010
4 N -2.31 -1.46 -0.68  C2 1.343, H7 1.005, H8 1.008
5 N -0.05 -1.65 -0.70  C2 1.346, H9 1.004, H10 1.006
6 H -0.19 0.84 -0.02  N3 1.010
7 H -3.21 -1.05 -0.53  N4 1.005
8 H -2.34 -2.47 -0.60  N4 1.008
9 H 0.89 -1.31 -0.64  N5 1.004
10 H -0.27 -2.52 -1.16  N5 1.006
11 H -2.34 1.97 -0.97  C1 1.079
12 H -1.99 1.93 0.82  C1 1.076
13 H -3.10 0.78 0.09  C1 1.086
14 C 1.95 0.19 1.21  C15 1.551, H16 1.078, H17 1.089, H18 1.078
15 C 2.90 0.79 0.14  C14 1.551, H19 1.091, H20 1.090, H21 1.090
16 H 2.43 0.18 2.17  C14 1.078
17 H 1.05 0.81 1.16  C14 1.089
18 H 1.54 -0.75 0.87  C14 1.078
19 H 3.71 0.10 -0.07  C15 1.091
20 H 2.30 0.99 -0.75  C15 1.090
21 H 3.45 1.65 0.54  C15 1.090

Entry 2:
Entry from the OMol25 dataset: a 2-piece molecular cluster, C4H14N3 overall in a non-equilibrium geometry (ωB97M-V/def2-TZVPD).

Output
2S+1   2
E_HOMO (alpha / beta)   -16.6 / -16.5 eV
Charge   +2

Each atom is followed by the atoms it is bonded to, with distances in Å.
Geometry (Å):
1 C 0.32 1.55 1.98  C2 1.404, N4 1.297, H5 1.085
2 C 1.40 0.69 1.73  C1 1.404, N3 1.445, H6 1.085
3 N 1.28 -0.42 0.81  C2 1.445, H7 1.035, H8 1.043, H9 1.032
4 N 0.24 2.31 3.03  C1 1.297, H10 1.022, H11 1.023
5 H -0.52 1.56 1.29  C1 1.085
6 H 2.39 0.79 2.16  C2 1.085
7 H 1.02 -1.31 1.25  N3 1.035
8 H 0.58 -0.27 0.05  N3 1.043
9 H 2.18 -0.59 0.33  N3 1.032
10 H 1.10 2.55 3.53  N4 1.022
11 H -0.45 3.06 3.03  N4 1.023
12 C -1.01 -1.33 -3.06  C13 1.515, H15 1.086, H16 1.084, H17 1.090
13 C -0.51 -1.02 -1.66  C12 1.515, N14 1.476, H18 1.104, H19 1.103
14 N -1.58 -0.48 -0.80  C13 1.476, H20 1.011, H21 1.011
15 H -1.43 -0.43 -3.49  C12 1.086
16 H -0.20 -1.70 -3.68  C12 1.084
17 H -1.81 -2.06 -3.05  C12 1.090
18 H -0.06 -1.92 -1.21  C13 1.104
19 H 0.33 -0.31 -1.76  C13 1.103
20 H -1.84 -1.10 -0.05  N14 1.011
21 H -1.43 0.45 -0.43  N14 1.011

Entry 3:
Entry from the OMol25 dataset: a 2-piece molecular cluster, C4H14N3O overall in a non-equilibrium geometry (ωB97M-V/def2-TZVPD).

Output
2S+1   2
E_HOMO (alpha / beta)   -3.7 / -8.8 eV
Charge   0

Each atom is followed by the atoms it is bonded to, with distances in Å.
Geometry (Å):
1 C 1.77 -0.33 1.71  C2 1.507, H8 1.073, H9 1.082, H10 1.095
2 C 0.38 -0.92 1.76  C1 1.507, C3 1.512, H11 1.098, H12 1.098
3 C -0.03 -1.63 0.49  C2 1.512, N4 1.470, H13 1.086, H14 1.088
4 N -0.32 -0.71 -0.62  C3 1.470, C5 1.386, H15 1.004
5 C -1.37 0.19 -0.56  N4 1.386, N6 1.387, N7 1.393
6 N -2.67 -0.23 -0.31  C5 1.387, H16 0.998, H17 1.000
7 N -1.22 1.42 -1.21  C5 1.393, H18 1.010, H19 1.005
8 H 2.47 -0.97 2.22  C1 1.073
9 H 1.81 0.65 2.17  C1 1.082
10 H 2.07 -0.14 0.68  C1 1.095
11 H 0.28 -1.61 2.60  C2 1.098
12 H -0.39 -0.18 2.02  C2 1.098
13 H 0.77 -2.27 0.12  C3 1.086
14 H -0.94 -2.21 0.63  C3 1.088
15 H 0.50 -0.30 -1.03  N4 1.004
16 H -2.85 -1.20 -0.18  N6 0.998
17 H -3.43 0.36 -0.05  N6 1.000
18 H -1.96 1.80 -1.78  N7 1.010
19 H -0.29 1.73 -1.42  N7 1.005
20 H 2.13 2.84 -2.10  O22 0.963
21 H 1.73 1.67 -3.01  O22 0.972
22 O 1.58 2.05 -2.13  H20 0.963, H21 0.972

Entry 4:
Entry from the OMol25 dataset: a 2-piece molecular cluster, C4H14N3O overall in a non-equilibrium geometry (ωB97M-V/def2-TZVPD).

Output
E_HOMO   -14.4 eV
Charge   +1

Each atom is followed by the atoms it is bonded to, with distances in Å.
Geometry (Å):
1 C -0.26 -1.00 1.95  C2 1.476, H8 1.075, H9 1.175, H10 1.226
2 C 0.66 -1.76 1.08  C1 1.476, C3 1.579, H11 1.050, H12 1.113
3 C 1.61 -0.67 0.45  C2 1.579, N4 1.547, H13 1.204, H14 1.064
4 N 0.77 0.44 -0.24  C3 1.547, C5 1.352, H15 1.017
5 C 0.27 0.40 -1.50  N4 1.352, N6 1.416, N7 1.379
6 N 0.71 -0.47 -2.52  C5 1.416, H16 1.032, H17 1.025
7 N -0.69 1.27 -1.97  C5 1.379, H18 1.026, H19 0.957
8 H 0.23 -0.21 2.49  C1 1.075
9 H -0.74 -1.68 2.78  C1 1.175
10 H -1.09 -0.43 1.25  C1 1.226
11 H 1.27 -2.33 1.72  C2 1.050
12 H 0.06 -2.33 0.33  C2 1.113
13 H 2.18 -0.08 1.32  C3 1.204
14 H 2.39 -1.07 -0.16  C3 1.064
15 H 0.30 0.99 0.47  N4 1.017
16 H 1.46 -1.15 -2.29  N6 1.032
17 H 0.38 -0.34 -3.48  N6 1.025
18 H -1.29 1.23 -2.80  N7 1.026
19 H -1.00 1.78 -1.22  N7 0.957
20 H -3.07 2.21 0.56  O22 0.951
21 H -2.04 2.93 1.26  O22 0.983
22 O -2.13 2.27 0.54  H20 0.951, H21 0.983

Entry 5:
Entry from the OMol25 dataset: a 2-piece molecular cluster, C4H14N3O overall in a non-equilibrium geometry (ωB97M-V/def2-TZVPD).

Output
E_HOMO   -14.0 eV
Charge   +1

Each atom is followed by the atoms it is bonded to, with distances in Å.
Geometry (Å):
1 C 0.92 -2.39 1.55  C2 1.503, O3 1.431, H4 1.096, H5 1.083
2 C -0.37 -2.31 2.32  C1 1.503, H6 1.100, H8 1.091, H9 1.087
3 O 0.79 -1.72 0.30  C1 1.431, H7 0.961
4 H 1.72 -1.88 2.11  C1 1.096
5 H 1.33 -3.39 1.42  C1 1.083
6 H -1.16 -2.87 1.81  C2 1.100
7 H 1.03 -2.26 -0.46  O3 0.961
8 H -0.70 -1.27 2.41  C2 1.091
9 H -0.36 -2.78 3.30  C2 1.087
10 C 0.17 2.77 -2.40  N13 1.457, H20 1.054, H21 1.089, H22 1.079
11 C -0.53 1.21 -0.62  N12 1.329, N13 1.327, N14 1.329
12 N -1.43 0.38 -0.11  C11 1.329, H15 1.006, H16 1.008
13 N -0.77 1.85 -1.76  C10 1.457, C11 1.327, H17 1.006
14 N 0.62 1.41 0.02  C11 1.329, H18 1.010, H19 1.006
15 H -2.14 0.02 -0.72  N12 1.006
16 H -1.07 -0.21 0.63  N12 1.008
17 H -1.68 1.82 -2.18  N13 1.006
18 H 1.35 1.94 -0.43  N14 1.010
19 H 1.05 0.66 0.54  N14 1.006
20 H 1.09 2.29 -2.61  C10 1.054
21 H 0.36 3.64 -1.78  C10 1.089
22 H -0.21 3.07 -3.36  C10 1.079

Entry 6:
Entry from the OMol25 dataset: a 2-piece molecular cluster, C4H14N3O overall in a non-equilibrium geometry (ωB97M-V/def2-TZVPD).

Output
E_HOMO   -14.2 eV
Charge   +1

Each atom is followed by the atoms it is bonded to, with distances in Å.
Geometry (Å):
1 C 1.30 2.21 1.30  O2 1.430, H4 1.155, H5 1.125, H6 1.083
2 O 0.40 1.22 1.79  C1 1.430, H3 1.007
3 H 0.56 1.28 2.78  O2 1.007
4 H 0.95 2.55 0.25  C1 1.155
5 H 2.29 1.68 1.19  C1 1.125
6 H 1.45 2.99 2.03  C1 1.083
7 C -1.61 -0.58 0.42  C8 1.508, N10 1.465, H13 1.150, H14 1.125
8 C -1.05 -1.95 0.72  C7 1.508, H15 1.080, H16 1.005, H22 1.116
9 C 0.05 -0.34 -1.45  N10 1.411, N11 1.399, N12 1.376
10 N -1.24 -0.14 -0.92  C7 1.465, C9 1.411, H17 1.085
11 N 0.31 -0.29 -2.83  C9 1.399, H18 1.013, H19 0.932
12 N 1.14 -0.30 -0.60  C9 1.376, H20 1.018, H21 1.055
13 H -2.75 -0.61 0.50  C7 1.150
14 H -1.30 0.16 1.21  C7 1.125
15 H 0.03 -1.94 0.65  C8 1.080
16 H -1.13 -2.74 0.10  C8 1.005
17 H -1.98 -0.27 -1.70  N10 1.085
18 H -0.43 -0.15 -3.52  N11 1.013
19 H 1.18 -0.02 -3.02  N11 0.932
20 H 1.04 -0.09 0.39  N12 1.018
21 H 2.07 -0.44 -1.07  N12 1.055
22 H -1.28 -2.24 1.78  C8 1.116

Entry 7:
Entry from the OMol25 dataset: a 2-piece molecular cluster, C4H14N3O overall in a non-equilibrium geometry (ωB97M-V/def2-TZVPD).

Output
E_HOMO   -12.2 eV
Charge   +1

Each atom is followed by the atoms it is bonded to, with distances in Å.
Geometry (Å):
1 C -0.53 -1.75 -0.53  C2 1.562, N7 1.440, H8 1.094, H9 1.083
2 C 0.14 -0.34 -0.63  C1 1.562, C3 1.496, H10 1.087, H11 1.082
3 C 1.20 -0.04 0.39  C2 1.496, C4 1.325, N6 1.437
4 C 2.06 -0.92 0.86  C3 1.325, N5 1.471, H12 1.047
5 N 3.04 -0.52 1.88  C4 1.471, H13 1.013, H14 1.009, H15 1.020
6 N 1.30 1.29 0.93  C3 1.437, H16 1.010, H17 1.012
7 N -1.96 -1.59 -0.39  C1 1.440, H18 1.016, H19 1.012
8 H -0.24 -2.15 0.44  C1 1.094
9 H -0.19 -2.31 -1.39  C1 1.083
10 H -0.68 0.37 -0.54  C2 1.087
11 H 0.67 -0.30 -1.58  C2 1.082
12 H 2.14 -1.89 0.48  C4 1.047
13 H 3.89 -0.28 1.38  N5 1.013
14 H 2.72 0.29 2.39  N5 1.009
15 H 3.25 -1.31 2.49  N5 1.020
16 H 1.56 1.94 0.20  N6 1.010
17 H 0.46 1.58 1.40  N6 1.012
18 H -2.43 -1.02 -1.08  N7 1.016
19 H -2.52 -2.43 -0.38  N7 1.012
20 H -5.12 3.05 -2.12  O22 0.968
21 H -3.94 3.28 -3.01  O22 0.964
22 O -4.15 3.11 -2.09  H20 0.968, H21 0.964

Entry 8:
Entry from the OMol25 dataset: a 2-piece molecular cluster, C4H14N3O overall (ωB97M-V/def2-TZVPD).

Output
E_HOMO   -12.5 eV
Charge   +1

Each atom is followed by the atoms it is bonded to, with distances in Å.
Geometry (Å):
1 C -0.78 2.39 -1.82  N2 1.473, H5 1.086, H6 1.086, H7 1.085
2 N -0.73 2.66 -0.37  C1 1.473, C3 1.308, H8 1.015
3 C -0.05 1.93 0.47  N2 1.308, N4 1.321, H9 1.081
4 N -0.27 1.92 1.78  C3 1.321, H10 1.014, H11 1.011
5 H -0.95 3.33 -2.34  C1 1.086
6 H -1.60 1.70 -2.02  C1 1.086
7 H 0.16 1.95 -2.14  C1 1.085
8 H -1.53 3.15 0.00  N2 1.015
9 H 0.81 1.42 0.07  C3 1.081
10 H -1.16 2.24 2.12  N4 1.014
11 H 0.10 1.13 2.30  N4 1.011
12 C 0.54 -1.45 -0.48  O13 1.446, C14 1.515, H16 1.092, H17 1.093
13 O -0.56 -0.52 -0.52  C12 1.446, H18 0.965
14 C 0.40 -2.44 0.66  C12 1.515, N15 1.462, H19 1.092, H20 1.100
15 N 1.68 -3.09 0.92  C14 1.462, H21 1.016, H22 1.014
16 H 0.62 -1.96 -1.45  C12 1.092
17 H 1.45 -0.86 -0.33  C12 1.093
18 H -1.35 -1.06 -0.63  O13 0.965
19 H 0.11 -1.91 1.57  C14 1.092
20 H -0.43 -3.13 0.42  C14 1.100
21 H 1.97 -3.64 0.12  N15 1.016
22 H 1.55 -3.76 1.67  N15 1.014

In eV, the energy relative to the best compared isomer or geometry (same formula, charge and spin) values for the records above are, in order, 0.5709; 2.6376; 0.0000; 1.6484; 0.7034; 2.2820; 2.6822; 1.6659.